## P
The following is a quantum chemistry calculation of 3 unconnected molecules or ions with the total composition C7H16O3, from OMol25.

Atoms and positions in Å:
C -0.1836 -0.6792 0.2370
C -1.0834 0.4388 1.9939
C -0.1832 0.6067 -0.3062
C 0.6789 -0.1196 -2.0210
C 1.0967 -1.2406 0.7838
C -1.2341 -1.6719 -0.1602
C 1.6779 0.9515 -2.3767
O -1.4597 1.8018 1.8202
O -0.2738 0.3332 3.1405
O -1.3384 1.1626 -0.7729
H 0.5819 0.7330 2.9273
H -1.8778 2.1561 2.6205
H -1.5202 1.9383 -0.2051
H -1.9771 -0.1494 2.2293
H 0.5966 1.2880 0.0371
H -0.2145 -0.1365 -2.6379
H 1.1127 -1.1148 -1.9694
H 0.8948 -1.6770 1.7642
H 1.4697 -2.0574 0.1654
H 1.8651 -0.4780 0.9019
H -0.8436 -2.3716 -0.9016
H -2.1045 -1.1718 -0.5770
H -1.5294 -2.2458 0.7198
H 2.1520 0.7644 -3.3475
H 1.2111 1.9376 -2.4247
H 2.4859 1.0016 -1.6405

Computed properties:
HOMO-LUMO gap (spin up / spin down): 7.44 / 7.45 eV

Atom charges from the natural (NBO) analysis, given in e for atoms 1 to 6:
1. C 0.16
2. C 0.27
3. C 0.16
4. C -0.45
5. C -0.68
6. C -0.68


## Q
The following is a quantum chemistry calculation of 3 unconnected molecules or ions with the total composition C7H16O3, from OMol25.

Atoms and positions in Å:
C -1.1730 1.0636 -2.7408
O -0.1105 1.9484 -2.4279
C -1.6391 0.1326 -1.5961
C -1.9188 0.7560 -0.1912
C -0.6602 0.9225 0.5868
C -0.2441 0.2181 1.6490
C 0.9763 0.5840 2.3732
C 1.4779 -0.1143 3.3879
H -0.6664 0.3980 -3.4519
H -1.9990 1.5605 -3.2549
H -0.4156 2.6710 -1.9081
H -0.8206 -0.5780 -1.4606
H -2.5112 -0.4462 -1.9046
H -2.5627 0.0704 0.3684
H -2.4441 1.7146 -0.2246
H 0.0566 1.6291 0.1840
H -0.9692 -0.5480 1.9200
H 1.3423 1.5498 2.0478
H 1.2704 -1.0808 3.8136
H 2.3672 0.3501 3.8181
H 0.1865 -3.9062 1.2104
H 0.7630 -2.6409 0.4649
O 0.1406 -3.3803 0.3785
H 3.1523 -1.0819 -0.0324
H 2.6644 -0.2060 -1.1392
O 2.5059 -1.0666 -0.7258

Computed properties:
HOMO-LUMO gap: 9.30 eV

Atom charges from the natural (NBO) analysis, given in e for atoms 1 to 6:
1. C -0.06
2. O -0.72
3. C -0.42
4. C -0.45
5. C -0.13
6. C -0.26


## R
The following is a quantum chemistry calculation of 4 unconnected molecules or ions with the total composition C7H16O3, from OMol25.

Atoms and positions in Å:
C 0.6362 -0.1780 -2.6901
C 1.7268 0.3274 -2.0923
C -1.6321 -0.1249 -1.3444
C -0.5082 -0.5869 -1.9237
C -2.4425 -1.5854 2.1821
C -1.8613 -0.8558 0.9663
C -2.3674 -0.7635 -0.2695
H 0.5208 -0.7128 -3.7663
H 1.8813 0.4774 -1.0483
H 2.5687 0.5376 -2.7120
H -2.0704 0.9226 -1.7661
H -0.2054 -1.4686 -1.4131
H -1.7441 -2.5437 2.3702
H -2.3148 -0.9153 3.0155
H -3.5152 -1.8766 1.9587
H -0.8504 -0.4110 1.1955
H -3.2469 -1.2121 -0.6338
H 1.0139 3.3761 -0.6493
H 2.5142 2.9102 -0.4131
O 1.8768 3.6630 -0.3292
H 0.2489 2.8213 2.8362
H 0.9162 3.1472 1.4983
O 0.4065 3.5442 2.2111
H 2.8490 -3.0721 1.6484
H 2.8026 -2.9419 0.2135
O 2.7967 -2.4782 0.9557

Computed properties:
HOMO-LUMO gap: 9.84 eV

Atom charges from the natural (NBO) analysis, given in e for atoms 1 to 6:
1. C -0.19
2. C -0.41
3. C -0.17
4. C -0.26
5. C -0.64
6. C -0.14


Stability ranking, top and bottom: Q is the most stable and P is the least stable.


## P
The following is a quantum chemistry calculation of 2 unconnected molecules or ions with the total composition C9H15N2O3S, from OMol25.

Atoms and positions in Å:
C -1.3258 1.6921 0.7050
C -1.0136 0.4354 0.8561
C -2.7765 1.9275 0.3362
C -2.8428 -0.4502 -0.1942
C -1.6895 -1.9449 1.1254
C -4.6537 0.8599 -0.9028
C 3.8932 0.7991 0.2305
C 1.7464 -0.6505 -1.3183
C 1.3313 0.2425 1.4955
N -1.6305 -0.6205 0.4586
N -3.4027 0.7884 -0.1534
O -3.3177 2.9780 0.4751
O -3.4610 -1.3544 -0.6410
O 1.5447 1.9891 -0.3829
S 2.0893 0.7046 -0.0365
H -0.8151 2.5879 0.6936
H -2.5494 -2.0291 1.7612
H -1.9537 -2.6394 0.3231
H -0.7828 -2.0738 1.7616
H -4.9739 1.8241 -0.8726
H -4.4852 0.5732 -1.9302
H -5.4127 0.1830 -0.5223
H 4.2253 -0.2445 0.5073
H 4.3969 1.4881 0.9026
H 4.2389 1.0865 -0.8719
H 2.6462 -1.3821 -1.3872
H 1.6877 -0.0888 -2.2390
H 0.8593 -1.0845 -1.1551
H 1.2504 0.9371 2.2507
H 1.2890 -0.8151 1.8481

Computed properties:
HOMO-LUMO gap (spin up / spin down): 7.84 / 7.84 eV
Total charge: +1

Atom charges from the natural (NBO) analysis, given in e for atoms 1 to 6:
1. C -0.42
2. C 0.46
3. C 0.67
4. C 0.79
5. C -0.42
6. C -0.40


## Q
The following is a quantum chemistry calculation of a gas-phase ion, C9H15N2O3S (charge +1), from OMol25.

Atoms and positions in Å:
C 0.2316 0.9332 -0.0705
C -2.2324 1.3466 0.3056
C 1.4867 1.1911 0.1775
C -3.6887 -0.1996 -0.8881
C -3.9606 -0.4355 0.5406
C -2.5370 -0.0148 0.1351
C -1.0664 -1.4451 1.4522
C 3.2960 0.9080 -1.4435
C 3.5403 0.0187 0.8122
N -1.5205 -1.0047 0.1477
N 2.6081 0.3196 -0.2832
O -2.4453 2.4677 0.4120
O 0.7807 -1.5430 -0.8304
O -0.8764 -0.2406 -2.1461
S -0.2597 -0.5314 -0.8941
H 1.8279 2.0670 0.7112
H -3.5324 -1.0371 -1.5518
H -4.0841 0.6816 -1.3704
H -4.5585 0.2754 1.0921
H -4.0333 -1.4541 0.8925
H -0.7099 -0.6126 2.0694
H -1.8694 -1.9638 1.9721
H -0.2530 -2.1448 1.2755
H 3.7635 1.8501 -1.1564
H 4.0605 0.2241 -1.8075
H 2.5779 1.0936 -2.2404
H 4.0273 0.9327 1.1518
H 2.9988 -0.4288 1.6434
H 4.3000 -0.6831 0.4709
H 2.1280 -0.5703 -0.5792

Computed properties:
HOMO-LUMO gap (spin up / spin down): 8.92 / 8.92 eV
Total charge: +1

Atom charges from the natural (NBO) analysis, given in e for atoms 1 to 6:
1. C -0.57
2. C 0.90
3. C -0.10
4. C -0.31
5. C -0.35
6. C -0.13


Stability ranking, top and bottom: Q is the most stable and P is the least stable.


## P
The following is a quantum chemistry calculation of 2 unconnected molecules or ions with the total composition C5H13N3O2, from OMol25.

Atoms and positions in Å:
C -1.2146 1.4990 -0.4617
C -2.5717 1.7485 0.2059
C -0.6402 2.7616 -1.2402
O -1.4101 3.3516 -1.9893
O 0.6088 2.8456 -1.0450
H -0.3613 1.2512 0.1480
H -1.3711 0.8099 -1.2939
H -3.2918 2.2918 -0.3927
H -2.3789 2.3264 1.1145
H -2.8961 0.7605 0.5469
C 1.3769 -3.2578 0.8253
C 1.1313 -0.9271 0.1434
N 1.8948 -1.9005 0.6629
N -0.2219 -1.0440 0.0475
N 1.7553 0.2236 -0.1074
H 2.8653 -1.6474 0.7346
H -0.4724 -1.6239 -0.7355
H -0.6369 -0.1997 0.4423
H 2.7484 0.3126 0.0404
H 1.3051 1.1440 -0.2333
H 0.3136 -3.2270 1.0382
H 1.9747 -3.6587 1.6386
H 1.4928 -3.8403 -0.0898

Computed properties:
HOMO-LUMO gap: 7.00 eV

Atom charges from the natural (NBO) analysis, given in e for atoms 1 to 6:
1. C -0.53
2. C -0.61
3. C 0.79
4. O -0.71
5. O -0.83
6. H 0.15


## Q
The following is a quantum chemistry calculation of a molecular structure, C5H13N3O2, from OMol25.

Atoms and positions in Å:
C -2.0940 0.8223 -0.3916
N -1.4695 -0.4441 -0.6659
N -1.8209 -0.9212 -1.8534
C 0.4915 -0.1065 -0.8139
C 1.2201 -1.2103 -1.0206
H -1.3580 -1.7859 -2.0977
H -1.9571 -0.2728 -2.6293
H 0.5051 0.7084 -1.5352
H -2.6462 1.2135 -1.2534
H -2.7482 0.7064 0.4730
H -1.3182 1.5531 -0.0626
H 1.2295 -2.0230 -0.3050
H 1.8690 -1.3194 -1.8832
C 2.1821 0.6635 1.1159
N -0.1871 0.0968 1.7712
C 0.6792 0.8298 0.8574
O 0.1998 -1.2671 1.9791
O 0.2696 2.0116 0.6470
H -0.4459 -1.7373 1.4336
H -0.2066 0.5588 2.6755
H 2.4262 1.2482 2.0061
H 2.7438 1.0567 0.2717
H 2.4358 -0.3814 1.2814

Computed properties:
HOMO-LUMO gap (spin up / spin down): 7.23 / 7.23 eV

Atom charges from the natural (NBO) analysis, given in e for atoms 1 to 6:
1. C -0.50
2. N -0.10
3. N -0.55
4. C -0.24
5. C -0.39
6. H 0.38


Stability ranking, top and bottom: P is the most stable and Q is the least stable.


## P
The following is a quantum chemistry calculation of a single CH3IN2O molecule, from OMol25.

Atoms and positions in Å:
C 0.5473 1.3369 1.2606
N -0.7072 -1.7908 -1.5687
N -0.0497 -0.8449 -1.1698
O 0.9386 -0.2521 -1.3702
I -1.0633 0.0707 1.0111
H 0.5432 2.2116 0.7404
H 1.2785 1.1141 2.0514
H -1.4874 -1.8454 -0.9548

Computed properties:
HOMO-LUMO gap (spin up / spin down): 7.85 / 8.00 eV

Atom charges from the natural (NBO) analysis, given in e for atoms 1 to 6:
1. C -0.54
2. N -0.43
3. N 0.32
4. O -0.30
5. I 0.25
6. H 0.18


## Q
The following is a quantum chemistry calculation of a single CH3IN2O molecule, from OMol25.

Atoms and positions in Å:
C 0.1856 -0.0099 0.0599
N 1.4775 2.1009 -0.0371
N 1.4163 0.7863 -0.0997
O 0.4928 2.8690 -0.0825
I 3.2430 -0.2156 0.0189
H -0.5154 0.8723 -0.0481
H 0.1650 -0.8403 -0.7397
H 0.2317 -0.4444 1.0037

Computed properties:
HOMO-LUMO gap: 8.17 eV

Atom charges from the natural (NBO) analysis, given in e for atoms 1 to 6:
1. C -0.47
2. N 0.19
3. N -0.35
4. O -0.41
5. I 0.35
6. H 0.25


Stability ranking, top and bottom: Q is the most stable and P is the least stable.


## P
The following is a quantum chemistry calculation of a single C3H4N2S2 molecule, from OMol25.

Atoms and positions in Å:
C 1.8112 -0.2533 0.2512
C 1.0957 -0.9636 -0.5713
C 0.2936 1.4212 0.3169
N 1.4561 1.1016 0.5220
N -0.5975 0.6198 -0.2616
S -2.9775 -0.7571 0.4885
S -2.1257 0.6698 -0.8116
H 2.8163 -0.4606 0.6858
H 0.6460 -1.8354 -1.0191
H -0.0841 2.3478 0.5813
H -2.3342 -1.8902 -0.1821

Computed properties:
HOMO-LUMO gap (spin up / spin down): 7.69 / 7.68 eV

Atom charges from the natural (NBO) analysis, given in e for atoms 1 to 6:
1. C -0.12
2. C 0.01
3. C 0.28
4. N -0.50
5. N -0.72
6. S -0.18


## Q
The following is a quantum chemistry calculation of a single C3H4N2S2 molecule, from OMol25.

Atoms and positions in Å:
C -0.3690 0.6818 -0.8209
C -0.5414 0.7385 0.7060
C -0.6746 -0.5732 1.4214
H 1.4578 -1.6831 0.5456
H 0.6105 -0.5936 -2.1840
H -1.3061 1.4652 0.9830
H 0.3817 1.2227 1.0167
N 0.5997 -0.2793 -1.1752
N -0.7683 -1.6625 1.7326
S 1.9951 -0.7718 -0.3156
S -1.3852 1.4553 -1.9096

Computed properties:
HOMO-LUMO gap: 8.89 eV

Atom charges from the natural (NBO) analysis, given in e for atoms 1 to 6:
1. C 0.13
2. C -0.60
3. C 0.29
4. H 0.14
5. H 0.43
6. H 0.28


Stability ranking, top and bottom: Q is the most stable and P is the least stable.


## P
The following is a quantum chemistry calculation of 2 unconnected molecules or ions with the total composition C3H7NO3, from OMol25.

Atoms and positions in Å:
O -0.7362 1.7224 -0.4438
C 0.0866 0.8989 0.0539
N -0.2266 -0.2577 0.7217
C 0.6902 -1.2926 1.0738
O 0.3410 -2.2998 1.7267
C 1.5604 1.1626 -0.0471
H -1.1961 -0.5683 0.7416
H 1.7251 -0.9803 0.9631
H 2.2590 1.1186 0.8003
H 1.8770 0.3555 -0.7691
H 1.6370 2.0954 -0.5822
H -2.4407 -0.1243 -2.7130
H -1.5450 0.7035 -1.8509
O -1.5699 -0.1764 -2.3000

Computed properties:
HOMO-LUMO gap (spin up / spin down): 3.87 / 8.48 eV
2S+1: 2
Total charge: -1

Atom charges from the natural (NBO) analysis, given in e for atoms 1 to 6:
1. O -0.79
2. C 0.55
3. N -0.60
4. C 0.26
5. O -0.75
6. C -0.72


## Q
The following is a quantum chemistry calculation of a molecular structure, C3H7NO3, from OMol25.

Atoms and positions in Å:
O 2.3040 0.1893 -0.9611
C 1.2064 -0.5648 -0.4932
O 0.9828 -1.8471 -0.2939
C 0.0986 0.3940 0.1993
C -1.1300 0.0598 -0.5838
O -2.3095 0.8797 -0.4466
N 0.0435 -0.0630 1.5901
H 2.2627 -0.4175 0.1167
H 0.3631 1.4486 0.1682
H -0.9681 -0.1120 -1.6545
H -1.4470 -0.9332 -0.2468
H -2.3430 1.5395 -1.1397
H 0.2838 -1.0515 1.5664
H 0.6528 0.4781 2.1789

Computed properties:
HOMO-LUMO gap (spin up / spin down): 4.39 / 7.52 eV
2S+1: 2
Total charge: -1

Atom charges from the natural (NBO) analysis, given in e for atoms 1 to 6:
1. O -0.78
2. C 0.40
3. O -0.80
4. C -0.17
5. C -0.08
6. O -0.75


Stability ranking, top and bottom: P is the most stable and Q is the least stable.


## P
The following is a quantum chemistry calculation of 2 unconnected molecules or ions with the total composition CH9N2, from OMol25.

Atoms and positions in Å:
N 0.5239 -0.9557 1.9141
H 0.5234 -1.9399 2.0921
H 1.4267 -0.5439 2.2420
H 0.7562 -0.3920 -0.2181
H -0.2295 -0.4169 2.2884
C -0.9964 0.7023 -1.0528
N 0.4595 0.3393 -1.0786
H -1.4063 0.7233 -0.0588
H -1.5787 -0.1381 -1.7471
H -1.2606 1.6384 -1.5984
H 0.7802 -0.1717 -1.8386
H 1.0015 1.1548 -0.9441

Computed properties:
HOMO-LUMO gap: 11.20 eV
Total charge: +1

Atom charges from the natural (NBO) analysis, given in e for atoms 1 to 6:
1. N -1.12
2. H 0.40
3. H 0.39
4. H 0.49
5. H 0.39
6. C -0.45


## Q
The following is a quantum chemistry calculation of 2 unconnected molecules or ions with the total composition CH9N2, from OMol25.

Atoms and positions in Å:
N -1.4386 -1.1088 -1.0537
H -1.2919 -1.4860 -2.0116
H -2.2628 -0.5686 -1.0858
H -0.1065 0.2801 -0.5219
H -1.5995 -1.9598 -0.6088
C 0.7817 0.7562 1.4187
N 0.8066 0.5425 -0.1010
H 1.7726 0.3246 1.5661
H 0.9645 1.8571 1.6102
H -0.1744 0.2894 1.9402
H 1.4332 -0.2691 -0.3783
H 1.1149 1.3425 -0.7741

Computed properties:
HOMO-LUMO gap: 11.78 eV
Total charge: +1

Atom charges from the natural (NBO) analysis, given in e for atoms 1 to 6:
1. N -1.10
2. H 0.38
3. H 0.38
4. H 0.47
5. H 0.38
6. C -0.43


Stability ranking, top and bottom: Q is the most stable and P is the least stable.